(1)
The following is a DFT calculation (ωB97M-V/def2-TZVPD) of 2 unconnected molecules or ions with the total composition C6H12BrN at a distorted geometry.

```
20
Properties=species:S:1:pos:R:3:forces:R:3
C 1.657 0.453 -1.002 -0.44 -0.31 -0.70
C 4.483 1.821 0.235 -3.20 4.10 -0.10
C -1.296 -2.754 -0.349 -0.99 0.28 3.72
C -1.764 -0.248 -0.267 1.67 -1.75 1.21
C 3.116 1.320 0.859 3.00 0.04 0.00
C -1.703 -1.524 0.533 0.42 -0.37 0.62
N 2.309 0.881 -0.150 -1.27 -0.15 -1.13
Br -3.437 -1.851 1.458 -0.02 -0.02 -0.27
H -1.095 -1.351 1.427 0.20 -0.34 -0.41
H 4.854 0.966 -0.154 2.10 -2.28 -1.37
H 4.224 2.613 -0.657 0.66 -2.04 2.21
H 5.081 2.364 0.987 -0.05 -0.63 -0.42
H -2.103 -3.469 -0.223 0.10 -0.20 -0.83
H -0.380 -3.222 -0.047 0.50 -0.20 0.60
H -1.102 -2.362 -1.265 -0.01 0.60 -3.14
H -2.189 0.516 0.279 -1.06 1.77 0.87
H -2.184 -0.451 -1.173 -1.88 -0.18 -2.40
H -0.759 -0.010 -0.531 0.99 0.41 0.03
H 2.703 2.107 1.407 -1.06 1.03 0.93
H 3.269 0.436 1.471 0.36 0.23 0.58
```
Positions in Å, forces in eV/Å.

Calculated values
Gap between HOMO and LUMO: 10.420 eV
2S+1: 1
HOMO: -9.8 eV
ΔE to the lowest compared entry with this formula, charge and spin: 27.0 kcal per mole
LUMO: 0.0241 Eh
Largest force on an atom: 5.2 eV/A
Net charge: 0
Electronic energy: -77946.956 eV

Results of the Mulliken charge analysis, in e, for atoms 1 through 5:
1. C -0.284
2. C -0.982
3. C -1.086
4. C -1.327
5. C -0.418


(2)
The following is a DFT calculation (ωB97M-V/def2-TZVPD) of a molecular structure, C12H40BrF3GaO11 at a distorted geometry.

```
68
Properties=species:S:1:pos:R:3:forces:R:3
O -0.245 0.607 -2.169 -0.35 1.03 -0.19
O 0.299 -0.652 -2.461 0.02 -0.42 -0.26
C -0.741 -1.643 -2.284 0.15 0.12 0.99
Ga -0.607 -2.429 -0.398 0.39 -0.91 -0.47
Br -2.326 -1.611 1.116 -0.15 0.24 -0.05
C 1.303 -2.158 0.262 -0.39 0.47 -0.05
C 1.492 -0.950 1.144 -0.09 -0.55 0.17
O 0.575 0.077 0.852 0.21 0.50 -0.32
C 2.913 -0.439 1.040 -2.62 -0.15 0.48
F 3.736 -1.352 1.451 1.91 -1.77 0.70
F 3.251 -0.063 -0.154 0.75 0.48 -2.59
F 3.104 0.627 1.795 0.38 1.76 1.54
H -0.444 0.634 -1.216 0.26 -0.27 0.16
H -0.536 -2.413 -3.016 0.18 -0.34 -0.21
H -1.708 -1.212 -2.522 -0.18 0.28 -0.21
H -0.825 -4.017 -0.502 -0.09 0.12 0.24
H 1.659 -3.035 0.777 -0.03 -0.40 0.26
H 1.930 -2.043 -0.615 -0.01 -0.02 -0.47
H 1.389 -1.253 2.183 -0.11 -0.06 0.31
H 0.280 0.482 1.671 -0.19 0.04 -0.10
C 2.769 2.578 4.176 -0.07 0.15 0.42
O 1.620 2.965 4.931 0.04 0.02 -0.04
H 2.460 2.409 3.153 -0.10 0.00 -0.02
H 3.522 3.371 4.195 0.08 -0.07 -0.09
H 3.194 1.655 4.576 0.09 -0.02 -0.13
H 1.904 3.112 5.838 -0.07 -0.01 -0.06
C -2.696 -5.649 -3.514 -0.05 0.37 0.09
O -2.309 -4.607 -2.635 -0.18 -0.25 -0.32
H -2.119 -6.533 -3.254 0.03 0.01 0.03
H -3.762 -5.878 -3.406 0.01 -0.12 -0.09
H -2.486 -5.383 -4.556 -0.04 -0.14 -0.05
H -2.822 -3.826 -2.868 0.14 0.06 0.17
C -2.158 -3.539 4.128 0.18 -0.16 0.20
O -0.778 -3.520 3.766 0.00 0.00 0.00
H -2.747 -3.266 3.256 0.19 0.03 -0.01
H -2.444 -4.542 4.459 -0.10 0.04 0.02
H -2.346 -2.815 4.929 -0.14 0.00 -0.03
H -0.274 -3.763 4.548 -0.03 0.01 -0.07
C -2.342 3.176 -0.227 0.25 -0.05 -0.10
O -1.116 2.465 -0.191 -0.05 0.07 0.22
H -3.148 2.450 -0.145 0.03 -0.05 0.03
H -2.405 3.879 0.608 -0.13 0.05 0.01
H -2.445 3.722 -1.170 -0.07 0.04 0.03
H -0.407 3.114 -0.261 -0.02 -0.01 -0.18
C 0.854 4.386 -2.880 -0.12 0.08 0.05
O 0.222 4.862 -1.687 0.02 0.00 -0.03
H 1.069 3.327 -2.757 -0.09 0.00 0.09
H 0.190 4.522 -3.735 0.10 -0.04 -0.06
H 1.791 4.923 -3.052 0.04 -0.05 -0.07
H 0.038 5.797 -1.815 -0.05 -0.08 0.04
C -0.354 -7.345 3.762 -0.02 0.07 0.25
O -1.433 -6.978 4.619 0.03 -0.10 0.03
H -0.738 -7.396 2.747 -0.05 0.06 0.00
H 0.441 -6.598 3.800 0.03 -0.03 -0.13
H 0.047 -8.324 4.044 0.05 0.00 -0.09
H -1.088 -6.930 5.516 -0.06 0.02 -0.06
C -1.821 6.235 -5.999 0.28 0.06 -0.07
O -0.585 6.484 -5.335 -0.10 0.06 -0.04
H -2.558 5.975 -5.245 0.03 -0.01 0.05
H -2.158 7.126 -6.536 -0.11 -0.04 -0.02
H -1.721 5.403 -6.701 -0.12 -0.01 -0.01
H 0.066 6.711 -6.006 0.00 -0.04 0.10
C 2.491 3.431 0.029 0.29 -0.31 -0.03
O 3.797 2.959 -0.283 0.06 0.13 0.05
H 2.456 4.496 -0.183 0.03 0.02 -0.04
H 1.749 2.918 -0.583 -0.12 0.01 0.06
H 2.270 3.268 1.086 -0.17 0.05 0.03
H 3.812 2.014 -0.094 -0.02 0.06 -0.08
```
Positions in Å, forces in eV/Å.

Calculated values
Gap between HOMO and LUMO: 6.440 eV
2S+1: 1
HOMO: -4.3 eV
ΔE to the lowest compared entry with this formula, charge and spin: 5.5 kcal per mole
LUMO: 0.0803 Eh
Largest force on an atom: 2.7 eV/A
Net charge: -1
Electronic energy: -166182.281 eV

Results of the Mulliken charge analysis, in e, for atoms 1 through 5:
1. O -0.368
2. O -0.260
3. C -0.530
4. Ga 0.237
5. Br -0.603


(3)
The following is a DFT calculation (ωB97M-V/def2-TZVPD) of a molecular structure, C48H50N4O6PRbS3.

```
113
Properties=species:S:1:pos:R:3:forces:R:3
Rb 0.429 0.131 -0.017 -0.09 -0.06 0.58
C 4.108 1.155 0.655 -0.05 0.07 0.10
C 3.625 0.403 1.904 0.02 0.01 0.05
N 2.474 1.034 2.516 0.04 -0.06 -0.05
C 2.703 2.311 3.150 -0.04 0.01 -0.02
C 1.682 3.388 2.766 -0.04 -0.02 -0.03
N 1.446 3.487 1.330 0.02 0.03 0.02
C 2.609 3.860 0.528 0.00 -0.01 0.00
C 2.896 2.903 -0.632 -0.02 0.02 0.04
N 3.011 1.524 -0.217 0.04 -0.07 -0.19
H 4.651 2.059 0.954 -0.01 0.00 -0.02
H 4.838 0.521 0.141 0.01 0.01 0.00
H 3.338 -0.605 1.604 -0.01 0.01 -0.01
H 4.484 0.302 2.593 0.00 -0.03 -0.01
H 1.915 0.406 3.074 0.02 -0.01 0.01
H 2.709 2.243 4.246 0.00 0.01 0.00
H 3.702 2.659 2.873 0.01 -0.01 0.01
H 0.725 3.153 3.237 0.00 0.02 0.00
H 2.029 4.339 3.209 0.00 -0.01 0.01
H 0.687 4.131 1.163 -0.01 -0.01 0.00
H 2.487 4.863 0.101 0.01 0.00 0.00
H 3.489 3.920 1.174 0.00 0.01 0.00
H 2.066 2.961 -1.340 0.01 -0.02 -0.02
H 3.797 3.281 -1.149 0.00 0.01 -0.01
H 2.931 0.889 -1.001 0.19 0.03 -0.05
C 0.566 -0.841 -7.861 -0.02 0.00 -0.01
C 1.896 -0.826 -7.463 0.01 0.00 0.00
C 2.223 -0.885 -6.116 -0.01 0.01 -0.02
C 1.229 -0.953 -5.142 -0.05 -0.02 0.03
C -0.103 -0.959 -5.556 0.05 -0.01 0.02
C -0.436 -0.912 -6.903 0.00 0.00 -0.02
P 1.511 -1.045 -3.312 0.01 0.02 0.13
C 3.142 -0.194 -3.263 -0.05 0.00 -0.03
C 4.298 -0.777 -2.752 -0.01 -0.03 0.00
C 5.482 -0.053 -2.692 0.02 0.03 0.00
C 5.527 1.260 -3.140 0.00 -0.01 0.00
C 4.378 1.851 -3.648 0.02 0.01 0.01
C 3.195 1.131 -3.700 -0.02 -0.02 0.00
C 1.929 -2.819 -3.135 0.02 0.04 0.04
C 1.979 -3.729 -4.159 0.02 -0.04 -0.02
C 2.171 -5.101 -3.871 0.00 0.05 -0.01
C 2.267 -5.528 -2.577 0.00 0.00 0.02
C 2.192 -4.611 -1.498 0.01 -0.05 0.08
C 2.210 -5.029 -0.143 -0.01 0.06 -0.07
C 2.068 -4.090 0.841 0.02 -0.06 -0.04
C 1.967 -2.713 0.519 0.10 0.05 -0.02
C 2.002 -2.203 -0.770 -0.05 -0.27 0.12
C 2.059 -3.225 -1.770 0.02 0.09 -0.18
H 0.313 -0.796 -8.913 -0.01 0.00 0.00
H 2.681 -0.773 -8.209 0.01 0.00 0.01
H 3.264 -0.879 -5.812 0.01 0.00 -0.02
H -0.881 -1.008 -4.800 -0.02 0.00 -0.02
H -1.477 -0.925 -7.205 0.00 0.00 0.00
H 4.259 -1.794 -2.386 0.01 0.00 0.00
H 6.374 -0.515 -2.285 -0.01 -0.02 0.00
H 6.451 1.823 -3.084 0.00 0.00 0.00
H 4.401 2.881 -3.986 -0.02 0.00 0.00
H 2.291 1.601 -4.075 0.01 0.01 0.00
H 1.857 -3.415 -5.189 0.00 -0.01 0.00
H 2.219 -5.813 -4.687 0.00 -0.01 0.00
H 2.386 -6.584 -2.355 0.00 0.00 -0.01
H 2.297 -6.084 0.091 0.00 0.00 0.00
H 2.026 -4.399 1.880 0.01 0.00 0.00
H 1.838 -2.052 1.381 0.03 -0.01 -0.04
C -2.307 2.496 -3.544 0.10 -0.03 0.02
S -1.652 1.530 -2.169 0.06 0.17 -0.10
O -0.277 2.081 -1.914 -0.29 0.10 -0.17
C -2.712 2.236 -0.907 0.04 0.02 0.04
C -2.126 3.009 0.078 0.03 0.04 -0.07
C -2.921 3.517 1.101 -0.01 -0.04 0.01
C -4.277 3.236 1.130 0.00 -0.01 0.01
C -4.847 2.434 0.146 -0.01 0.01 0.02
C -4.064 1.924 -0.874 -0.02 -0.03 0.01
H -2.161 3.552 -3.321 0.00 0.01 -0.01
H -3.362 2.262 -3.673 -0.01 0.00 -0.01
H -1.738 2.199 -4.425 -0.02 0.02 -0.02
H -1.057 3.183 0.039 -0.01 0.01 0.00
H -2.473 4.112 1.887 0.00 0.00 0.00
H -4.892 3.602 1.943 0.00 0.00 0.00
H -5.894 2.167 0.208 0.00 -0.01 -0.01
H -4.488 1.240 -1.599 0.00 0.00 0.00
N -0.763 0.585 3.061 -0.13 -0.04 -0.13
C -0.981 -0.206 4.216 0.13 0.07 0.02
C -1.549 -1.475 4.136 0.01 0.09 -0.06
C -1.684 -2.245 5.285 0.05 0.05 0.13
C -1.246 -1.772 6.517 -0.07 -0.13 -0.07
C -0.666 -0.516 6.590 0.01 0.07 -0.03
C -0.540 0.265 5.450 0.01 -0.03 0.10
S -1.449 -2.738 8.018 0.00 0.01 -0.02
O -2.621 -2.161 8.665 -0.02 0.02 0.01
O -0.210 -2.516 8.757 0.03 0.00 0.01
O -1.638 -4.106 7.556 0.01 -0.02 -0.01
H -0.637 1.560 3.295 -0.03 0.01 -0.01
H -1.493 0.502 2.362 0.01 -0.18 -0.04
H -1.873 -1.847 3.169 0.00 -0.03 0.01
H -2.119 -3.234 5.241 -0.01 0.00 -0.02
H -0.313 -0.162 7.550 0.01 0.02 -0.01
H -0.089 1.253 5.513 0.00 0.00 0.00
O -9.092 -0.967 2.388 -0.01 0.02 0.07
C -8.047 -0.147 2.718 -0.03 0.08 -0.15
O -8.255 0.778 3.459 0.02 -0.03 0.05
C -6.752 -0.467 2.087 0.04 -0.01 0.02
C -5.572 -0.008 2.678 -0.08 0.00 0.03
C -4.345 -0.249 2.100 0.12 -0.02 -0.03
C -4.210 -0.936 0.874 -0.15 0.07 -0.17
S -2.715 -1.138 0.028 -0.02 0.01 0.26
C -5.415 -1.415 0.308 0.05 0.01 -0.06
C -6.642 -1.187 0.892 -0.06 0.00 0.02
H -8.740 -1.729 1.917 0.02 -0.04 -0.03
H -5.645 0.538 3.610 0.05 0.01 0.00
H -3.456 0.115 2.595 -0.02 0.01 0.04
H -5.352 -1.952 -0.630 -0.01 0.00 0.00
H -7.531 -1.537 0.375 0.02 -0.01 -0.02
```
Positions in Å, forces in eV/Å.

Calculated values
Gap between HOMO and LUMO: 5.761 eV
2S+1: 1
HOMO: -2.8 eV
ΔE to the lowest compared entry with this formula, charge and spin: 21.3 kcal per mole
LUMO: 0.1086 Eh
Largest force on an atom: 0.6 eV/A
Net charge: -2
Electronic energy: -111285.222 eV

Results of the Mulliken charge analysis, in e, for atoms 1 through 5:
1. Rb 0.689
2. C -0.936
3. C -0.819
4. N 0.403
5. C -0.987